Record 1
A gas-phase ion, C4H12N2S (charge +1) at a distorted geometry. Source: OMol25; level of theory: the ωB97M-V functional and the def2-TZVPD basis.

Last column: Mulliken charge in e.
Geometry (Å):
S: -1.80723 1.93985 2.89315  -0.0695
N: 0.35309 0.32963 0.04835  0.0437
N: 2.16744 -0.43704 -2.06203  -0.5556
C: -0.96509 0.84347 0.21719  -0.5726
C: 1.74260 -1.44830 -0.97504  -0.9045
C: -1.65813 0.71976 1.57224  -0.6643
C: 0.40001 -1.10725 -0.38121  -0.4103
H: 0.86452 0.40309 0.91374  0.3054
H: -1.61243 0.31514 -0.53626  0.3116
H: -0.92334 1.91599 -0.23692  0.4211
H: -1.64485 -0.23975 1.98468  0.3759
H: -2.62460 0.70706 1.10020  0.4123
H: 1.37319 -0.38299 -2.75731  0.2621
H: 2.45115 -1.64457 -0.23712  0.4137
H: -0.39490 -1.44055 -1.28943  0.3704
H: 1.86065 -2.37254 -1.42676  0.4410
H: 2.28933 0.48060 -1.62531  0.2850
H: -1.87871 3.10915 2.25237  0.1753
H: 0.00731 -1.69076 0.54545  0.3593

Output
Energy relative to the best compared isomer or geometry (same formula, charge and spin)   78.6 kcal/mol
HOMO energy (spin up / spin down)   -13.64 / -13.26 eV
Spin multiplicity   2
Total charge   +1
Orbital gap (spin up / spin down)   10.67 / 4.94 eV

Record 2
2 unconnected molecules or ions with the total composition C11H19BrF9NO5S2 at a distorted geometry. Source: OMol25; level of theory: the ωB97M-V functional and the def2-TZVPD basis.

Last column: Mulliken charge in e.
Geometry (Å):
Br: -2.83022 -1.70051 -3.53795  -0.1808
S: 1.25953 4.36385 -3.02003  1.3801
S: 0.55053 -3.28093 2.17059  1.2222
F: 0.34597 6.07439 0.50126  -0.3480
F: 2.47369 3.35368 -2.83009  -0.3143
F: 2.26954 5.42633 -3.63177  -0.3302
F: 1.70130 6.40822 -1.46563  -0.2869
F: 0.27659 3.26432 -2.44651  -0.2829
F: 1.02380 3.78501 -4.46797  -0.2946
F: -0.87589 4.90585 -0.86244  -0.2401
F: 2.61425 4.60084 -0.73732  -0.2749
F: 0.05561 5.36745 -3.24392  -0.2958
O: 1.46491 -2.21897 2.45328  -0.6301
O: -2.30602 0.19507 0.26278  -0.3168
O: -0.07762 -3.34584 0.88413  -0.6209
O: -1.09903 0.53974 -1.62690  -0.4715
O: 1.23762 -4.67742 2.47307  -0.2965
N: -1.26167 2.19387 -0.02648  -0.0572
C: 0.16621 2.35576 0.32520  -0.8493
C: -2.87794 -2.80029 -1.93914  -0.8901
C: 0.31792 4.91782 -0.24340  0.8728
C: 0.49901 3.77842 0.75549  -1.1072
C: -2.44092 -2.10144 -0.66210  -0.0231
C: 3.49361 -4.50802 1.48513  -0.9652
C: -0.66954 -3.34754 3.43504  -0.9960
C: 1.50031 5.10561 -1.27609  0.5349
C: 2.14964 -5.20487 1.47830  -0.3261
C: -3.16543 -0.78724 -0.34603  -0.6132
C: -1.52549 0.92504 -0.56881  0.3475
H: 1.67359 -5.15540 0.49825  0.3044
H: -3.68254 -0.37649 -1.21309  0.4137
H: -1.79486 2.24534 0.83631  0.3399
H: -2.20102 -3.62671 -2.14645  0.4151
H: -3.88136 -3.21573 -1.85334  0.4026
H: -3.91958 -0.96777 0.42175  0.2908
H: -1.34865 -4.16940 3.22682  0.3140
H: 3.40890 -3.47171 1.16282  0.2874
H: 2.25782 -6.25442 1.74245  0.2746
H: 0.40243 1.70946 1.18017  0.5153
H: 0.78824 1.99465 -0.49190  0.4898
H: 1.50904 3.81470 1.15670  0.3744
H: -2.67010 -2.80518 0.14511  0.2493
H: -0.17492 4.05325 1.57392  0.3933
H: -1.36453 -1.94973 -0.62704  0.1958
H: -0.17183 -3.47976 4.39165  0.3710
H: -1.19694 -2.39624 3.41029  0.3660
H: 3.92260 -4.51300 2.48685  0.2700
H: 4.17342 -5.02408 0.80702  0.3870

Output
HOMO energy   -9.72 eV
SMILES   O=C(NCCC(F)(F)C(F)(F)S(F)(F)(F)(F)F)OCCCBr.CCOS(C)(=O)=O
Orbital gap   10.06 eV

Record 3
A molecular structure, C27H49NO2P2Zr at a distorted geometry. Source: OMol25; level of theory: the ωB97M-V functional and the def2-TZVPD basis.

Last column: Mulliken charge in e.
Geometry (Å):
Zr: 0.16039 0.00940 -0.29613  -1.7724
P: 2.65724 0.10128 0.55769  1.7360
P: -1.74826 -0.11282 -2.13980  1.5400
O: 1.64678 -2.22617 -2.28625  -0.1564
O: -0.52194 3.13797 0.49021  -0.0846
N: -0.90761 -0.21181 1.48860  -0.2206
C: 5.38730 -0.62889 0.22176  -1.7527
C: -3.06113 -2.35128 -1.00880  -1.4310
C: -1.51920 2.05007 -3.96720  -1.7610
C: -1.64688 1.17413 4.55916  -0.2680
C: 2.87700 -0.86955 2.13377  0.2685
C: 4.01719 -0.64879 -0.47151  0.5719
C: -2.71543 -1.03607 4.39429  -0.3371
C: 3.36456 1.78287 0.92808  0.5953
C: 1.80387 -0.58879 3.20201  -1.8896
C: -3.24965 -0.86539 -1.35330  0.4181
C: -2.36272 1.52390 -2.80355  0.9827
C: -2.95257 0.30822 6.40280  -0.3187
C: -1.92397 -0.00347 3.83318  0.4588
C: -2.15342 1.32056 5.84691  -0.8127
C: -3.86090 1.55485 -3.13220  -1.5582
C: 3.06597 2.75766 -0.21254  -1.3967
C: -0.26898 -0.84600 -4.46066  -1.6440
C: 4.09761 -0.03513 -1.87171  -1.7050
C: 1.16421 -1.32738 -1.67650  0.5466
C: 2.88829 2.35574 2.26297  -1.4072
C: 3.03574 -2.37500 1.87567  -1.5725
C: -3.22102 -0.86784 5.68007  -0.7739
C: -2.73816 -1.40543 -4.45136  -1.6603
C: -1.48014 -1.23314 -3.59897  0.5759
C: -1.40171 -0.10358 2.55258  0.5411
C: -3.79392 -0.02141 -0.19271  -1.5870
C: -0.14410 2.13194 0.00257  0.3375
H: -1.24753 -2.19838 -3.11324  0.5926
H: -4.05284 2.41073 -3.79099  0.4604
H: -1.65130 3.13965 -4.00694  0.5398
H: 5.92704 0.30450 0.01624  0.4792
H: -0.54826 -0.15502 -5.26776  0.3902
H: 3.69216 -1.69566 -0.59164  0.6108
H: -2.98825 -0.49308 -5.00964  0.3243
H: -3.69816 -2.60142 -0.15150  0.4378
H: -3.98164 -0.79998 -2.16803  0.6362
H: 4.44696 1.58335 0.97584  0.5456
H: 3.11916 1.70034 3.10842  0.3968
H: -2.52577 -2.19361 -5.18504  0.4912
H: -4.79120 -0.41082 0.05659  0.5493
H: 3.15154 -0.11756 -2.41746  0.3762
H: -0.44121 -2.08489 0.01218  -0.3409
H: 3.41022 3.30786 2.42587  0.4683
H: -2.91689 -1.92657 3.79268  0.5153
H: 4.42177 1.01211 -1.85049  0.3049
H: 2.27627 -0.64109 4.19501  0.4018
H: 5.98295 -1.45072 -0.19766  0.4519
H: -4.46766 1.69696 -2.23244  0.3973
H: 0.27964 -2.12550 0.36578  0.6972
H: 3.32674 2.37790 -1.20419  0.1975
H: 3.65601 3.66733 -0.04044  0.4916
H: -1.85977 1.65315 -4.93437  0.3218
H: -1.92374 2.22349 6.41032  0.4516
H: 1.33862 0.40205 3.13273  0.2165
H: -3.60652 -1.73474 -3.87102  0.3656
H: 2.41895 -2.74271 1.04360  0.2847
H: -3.38887 -2.98469 -1.84709  0.3251
H: -3.17102 -0.09599 0.70225  0.0206
H: 2.00346 3.03088 -0.21953  0.2297
H: -0.44424 1.85976 -3.86340  0.3197
H: 2.73486 -2.92057 2.77990  0.4639
H: 4.08174 -2.63007 1.66416  0.3379
H: -2.17911 2.18357 -1.93420  0.2734
H: -3.82981 -1.65975 6.11792  0.4498
H: -3.91213 1.03952 -0.44724  0.3107
H: -3.35338 0.43544 7.41321  0.4656
H: 1.00184 -1.33723 3.18487  0.5166
H: -4.21107 0.65441 -3.65483  0.3378
H: -1.05377 1.95390 4.07400  0.4566
H: 4.84504 -0.59837 -2.44859  0.4677
H: -2.02979 -2.64157 -0.75867  0.1603
H: 0.56485 -0.41534 -3.89369  0.4084
H: 1.81055 2.56981 2.24782  0.2496
H: 3.83459 -0.45702 2.49572  0.8518
H: 0.11524 -1.76329 -4.92793  0.4386
H: 5.33928 -0.78175 1.30373  0.3976

Output
HOMO energy   -20.53 eV
Total charge   +4
Orbital gap   4.51 eV

Record 4
3 unconnected molecules or ions with the total composition C6H18O3 at a distorted geometry. Source: OMol25; level of theory: the ωB97M-V functional and the def2-TZVPD basis.

Last column: Mulliken charge in e.
Geometry (Å):
O: -1.08531 -2.60125 1.13737  -0.5135
O: 0.17848 2.05755 -0.57478  -0.5570
O: 0.76315 -0.67276 -0.32374  -0.6015
C: 2.97328 -0.02383 0.31473  -1.1236
C: 1.61089 -0.59661 0.75169  -0.2178
C: -1.89354 -1.95896 2.12930  -0.3153
C: 0.46612 2.24838 -1.98942  -0.2499
C: -0.74531 1.61280 -2.69398  -0.8375
C: -2.13620 -0.49706 1.52620  -0.8385
H: -1.26034 0.09561 1.79023  0.1641
H: -3.00441 0.05964 1.87889  0.4169
H: 1.62070 -1.53792 1.30118  0.5238
H: 0.51437 1.17988 -0.37862  0.3436
H: -0.96954 0.66452 -2.20554  0.1723
H: -1.36530 -1.98418 3.08241  0.2560
H: 3.52731 -0.70472 -0.33144  0.2992
H: 2.82296 0.86828 -0.29327  0.2156
H: -2.34086 -0.43501 0.45739  0.2432
H: 0.60111 3.28933 -2.28320  0.3737
H: -1.67702 2.17685 -2.65087  0.2605
H: -2.83500 -2.48588 2.28458  0.3101
H: 3.64563 0.17780 1.14862  0.3629
H: 0.08152 -1.24819 0.03104  0.2779
H: -0.48846 1.43324 -3.73795  0.3329
H: 1.27440 0.12949 1.49173  0.1980
H: 1.37922 1.78146 -2.35863  0.2124
H: -1.65787 -3.02847 0.49608  0.2916

Output
Energy relative to the best compared isomer or geometry (same formula, charge and spin)   28.0 kcal/mol
HOMO energy   -9.61 eV
SMILES   CCO.CCO.CCO
Orbital gap   10.30 eV

Record 5
A gas-phase ion, C4H8NO (charge +1) at a distorted geometry. Source: OMol25; level of theory: the ωB97M-V functional and the def2-TZVPD basis.

Last column: Mulliken charge in e.
Geometry (Å):
O: 3.40740 0.04804 -0.32253  -0.2448
N: 2.37527 0.00193 0.21510  0.5570
C: -0.81318 -1.27254 -0.08113  -1.3087
C: -0.87753 1.26357 -0.11516  -1.1956
C: -0.01862 0.02276 -0.36401  0.3868
C: 1.20186 0.03547 0.61506  -0.2829
H: -1.49637 -1.37562 -0.87180  0.4115
H: 0.85629 -0.21201 1.53883  0.4879
H: -1.50858 1.50762 -1.06939  0.3059
H: -1.47011 -1.10323 0.86316  0.3381
H: 0.27884 0.02722 -1.37188  0.4235
H: -0.07936 -2.05618 0.16589  0.3717
H: -1.41230 0.92285 0.74192  0.3322
H: -0.44362 2.19013 0.05594  0.4174

Output
Energy relative to the best compared isomer or geometry (same formula, charge and spin)   109.2 kcal/mol
HOMO energy   -16.63 eV
Total charge   +1
SMILES   CC(C)C=[N+]=O
Orbital gap   9.05 eV

Record 6
C4H12N2S in the gas phase at a distorted geometry. Source: OMol25; level of theory: the ωB97M-V functional and the def2-TZVPD basis.

Last column: Mulliken charge in e.
Geometry (Å):
S: 0.86922 0.95549 2.55001  -0.2296
N: 0.04231 -0.51778 -1.15887  -0.4256
N: -0.47785 -1.95865 -3.01690  -0.6660
C: -0.39204 0.08031 0.09760  0.3558
C: -1.05093 -1.07704 -2.03164  -0.3507
C: -0.82040 1.56739 -0.03020  -1.3832
C: 0.85429 -0.05232 1.04193  -0.9330
H: -1.43403 1.63242 -0.96015  0.3555
H: 0.46973 0.20481 -1.72054  0.2785
H: -1.48245 1.75441 0.82932  0.3821
H: -1.66419 -0.25405 -2.43424  0.3266
H: 1.05268 -1.09865 1.30433  0.4063
H: 0.84934 -0.14966 3.41129  0.1348
H: -1.28857 -0.33158 0.61240  0.3161
H: 0.30545 -2.48854 -2.65376  0.2627
H: 1.73436 0.16785 0.34852  0.3194
H: 0.01750 2.26255 0.03470  0.3079
H: -1.68911 -1.73314 -1.40539  0.3049
H: -0.08077 -1.53529 -3.85252  0.2375

Output
Energy relative to the best compared isomer or geometry (same formula, charge and spin)   17.5 kcal/mol
HOMO energy   -8.92 eV
SMILES   C[C@H](CS)NCN
Orbital gap   9.79 eV

Record 7
A gas-phase ion, C6H11N2O2S (charge +1) at a distorted geometry. Source: OMol25; level of theory: the ωB97M-V functional and the def2-TZVPD basis.

Last column: Mulliken charge in e.
Geometry (Å):
S: -1.96762 -0.14247 0.88718  0.0458
O: 0.02199 2.16281 -0.28197  -0.5342
O: 2.78165 -1.00498 0.47064  -0.4999
N: 0.81656 0.13125 -0.00982  0.0222
N: -0.51178 -1.86630 -0.61740  0.0599
C: -0.72681 -0.39525 -0.37430  -0.9802
C: 1.62953 -1.00392 0.18374  0.4826
C: 2.35677 1.93923 0.50759  -1.1009
C: 0.97709 1.49625 0.01278  0.7815
C: -3.00864 1.03985 -0.03553  -0.7278
C: 0.61423 -2.23942 0.24587  -0.5552
H: 1.17157 -3.10286 -0.20964  0.4003
H: -0.41664 -1.97307 -1.57416  0.3747
H: 2.92295 1.47039 -0.26373  0.3715
H: -2.25257 1.81738 -0.37682  0.2185
H: -1.30168 -2.37723 -0.24537  0.4054
H: -1.16700 0.06912 -1.13921  0.6056
H: -3.45185 0.35658 -0.82673  0.2495
H: 2.41617 1.39663 1.43970  0.3575
H: 0.48479 -2.32996 1.29089  0.2964
H: 2.35833 3.07994 0.40978  0.3029
H: -3.74703 1.47605 0.50651  0.4239

Output
Energy relative to the best compared isomer or geometry (same formula, charge and spin)   12.2 kcal/mol
HOMO energy   -13.50 eV
Total charge   +1
SMILES   CS[C@@H]1[NH2+]CC(=O)N1C(C)=O
Orbital gap   9.82 eV

- Which formula does entry 3 have?
  C27H49NO2P2Zr